Entry 1:
A structure of composition C39H34Co2N2O5P at a distorted geometry, computed with ωB97M-V/def2-TZVPD.

LUMO level	-5.5	eV
multiplicity	1
net charge	+1
molecular weight	759.55	g mol⁻¹
gap between HOMO and LUMO	0.1677	hartree
energy relative to the best compared isomer or geometry (same formula, charge and spin)	19.1	kcal per mole

Last column: Löwdin charge in e.
Element x y z (Å)
C -1.8303 2.2338 0.1828  -0.17
C -1.7844 1.3282 1.4065  -0.22
N -0.7661 0.2723 1.2931  0.05
C 0.2869 0.5925 0.6169  -0.34
C 1.6443 -0.1766 0.6502  -0.07
C 2.5670 0.6995 -0.2082  -0.14
C 1.8207 2.0119 -0.4775  -0.15
N 0.4599 1.7178 -0.1192  -0.09
C -0.4674 2.8006 -0.1351  -0.17
H -2.1702 1.6352 -0.6695  0.12
H -2.5012 3.0865 0.2998  0.12
H -1.6008 1.9787 2.2877  0.11
H -2.7450 0.8110 1.5192  0.10
H 2.0126 -0.1752 1.6928  0.07
H 1.5318 -1.2233 0.3158  0.12
H 3.5285 0.8955 0.2811  0.11
H 2.7582 0.2258 -1.1770  0.11
H 2.2179 2.8658 0.0972  0.13
H 1.8882 2.3368 -1.5225  0.12
H -0.3956 3.2738 -1.1199  0.13
H -0.1395 3.5630 0.5917  0.13
O -1.2450 -7.7539 5.7848  0.17
C -0.7611 -7.0024 5.0455  -0.12
Co 0.2946 -6.2348 3.7859  0.14
C 1.7392 -7.0650 4.3495  -0.15
O 2.6372 -7.7663 4.5929  0.17
C -0.2290 -7.1701 2.3907  -0.08
O -0.5162 -7.9238 1.5605  0.17
C 0.8526 -4.3066 3.6121  -0.18
C -0.0828 -3.3492 3.9255  -0.18
C -1.0423 -2.5569 3.3372  0.06
C -2.3444 -2.6819 3.9746  -0.19
C -3.5809 -2.7465 3.2746  0.00
C -4.6959 -3.3304 3.8721  -0.06
C -4.6234 -3.7936 5.1884  -0.04
C -3.4878 -3.4963 5.9470  -0.07
C -2.3857 -2.8859 5.3749  -0.07
Co 0.5783 -4.3042 5.3846  -0.01
C -0.7808 -4.7956 6.4200  -0.18
O -1.5445 -5.0420 7.2596  0.15
C 1.6872 -5.4396 6.2728  -0.19
O 2.2344 -6.0956 7.0613  0.18
P 1.2157 -2.7380 6.7889  1.10
C 0.5432 -2.3745 8.4305  -0.34
C -0.1317 -1.1898 8.7629  -0.08
C -0.8226 -1.0831 9.9713  -0.06
C -0.6028 -2.0309 10.9696  -0.06
C 0.2562 -3.1098 10.7279  -0.06
C 0.7947 -3.3058 9.4542  -0.09
C 3.0120 -2.8911 7.1418  -0.34
C 3.5744 -2.0945 8.1543  -0.07
C 4.9602 -1.9644 8.2771  -0.06
C 5.8086 -2.6325 7.3857  -0.06
C 5.2621 -3.3974 6.3499  -0.06
C 3.8727 -3.5194 6.2225  -0.11
C 1.1164 -1.1264 5.9952  -0.32
C 2.2612 -0.7012 5.3104  -0.06
C 2.1058 0.0702 4.1653  -0.06
C 0.8350 0.5316 3.8289  -0.08
C -0.2560 0.3488 4.6684  -0.05
C -0.1281 -0.5168 5.7510  -0.11
H 1.6347 -4.2062 2.8634  0.11
H -0.9599 -2.1704 2.3136  0.12
H -3.6492 -2.3643 2.2556  0.12
H -5.6342 -3.4681 3.3413  0.11
H -5.4319 -4.3376 5.6713  0.12
H -3.4752 -3.6690 7.0167  0.11
H -1.6177 -2.3946 5.9786  0.08
H -0.0977 -0.3144 8.1211  0.10
H -1.5116 -0.2505 10.1358  0.12
H -1.0924 -1.9257 11.9381  0.11
H 0.4860 -3.8140 11.5282  0.11
H 1.4299 -4.1717 9.2652  0.11
H 2.9280 -1.5395 8.8344  0.11
H 5.3750 -1.3324 9.0674  0.11
H 6.8930 -2.5486 7.4931  0.11
H 5.9113 -3.9040 5.6300  0.11
H 3.4750 -4.0530 5.3556  0.09
H 3.2495 -1.0402 5.6018  0.10
H 2.9604 0.2967 3.5287  0.11
H 0.6792 0.9738 2.8460  0.08
H -1.2009 0.8322 4.4220  0.11
H -1.0000 -0.7439 6.3646  0.09

Atomic forces in eV per Å
-0.423 0.325 -0.481
-0.027 -0.033 -0.326
0.691 0.148 -0.176
0.109 -0.581 0.575
-0.854 0.483 0.184
0.449 -0.198 -0.606
0.403 0.115 -0.039
0.818 0.024 -0.066
0.067 0.128 0.128
-0.025 0.164 0.018
-0.282 -0.252 0.133
-0.037 -0.550 -0.105
0.087 0.361 0.194
-0.422 -0.237 -0.568
0.097 0.550 0.106
-0.205 -0.172 -0.198
0.131 -0.032 0.264
-0.141 -0.252 0.179
-0.060 -0.203 0.037
-0.345 -0.012 0.044
-0.229 -0.074 0.006
1.378 1.883 -1.700
-2.594 -2.250 1.657
-1.619 1.793 1.530
4.533 -2.839 -1.230
-2.840 2.037 -0.236
-0.177 -3.365 -2.685
0.498 2.339 2.016
1.086 3.776 -0.520
1.066 -1.431 -1.933
-1.587 -0.916 -0.068
0.027 0.837 0.214
0.060 -0.117 -0.149
0.211 -0.061 -0.007
0.662 0.072 0.349
-0.349 0.524 0.145
-0.487 0.195 -0.128
-0.120 -2.701 2.237
-2.682 -0.184 3.534
2.133 0.209 -2.158
1.352 -1.264 2.627
-1.431 1.663 -2.318
1.298 1.402 0.373
0.048 -0.370 0.885
-0.325 -0.091 -0.052
0.369 -0.128 0.229
-0.078 -0.200 -0.176
0.007 0.048 -0.111
-0.579 0.075 0.173
0.532 0.363 -0.284
0.204 -0.085 -0.087
-0.072 -0.188 -0.115
-0.220 -0.025 -0.026
-0.174 -0.011 0.166
0.232 0.310 0.171
0.073 0.252 -0.305
-0.275 -0.049 -0.560
-0.332 0.270 0.350
0.339 0.290 -0.493
0.151 -0.109 0.066
0.205 0.073 -0.439
-0.156 -0.517 -0.258
0.157 0.105 0.380
0.161 -0.323 0.134
0.280 0.173 -0.148
-0.026 0.240 -0.273
-0.180 -0.081 -0.126
-0.255 -0.919 -0.220
-0.293 -0.411 -0.072
0.483 -0.131 0.041
0.144 -0.060 -0.255
-0.081 0.181 -0.239
-0.211 0.106 0.017
0.153 -0.188 -0.139
-0.143 -0.266 -0.288
-0.386 -0.002 -0.064
-0.213 0.217 0.288
0.070 0.136 0.345
-0.195 -0.125 -0.135
-0.143 0.008 0.238
0.034 0.270 0.708
0.144 -0.260 0.126
0.335 0.120 -0.305

---

Entry 2:
A structure of composition C39H34N3P2RbS2Se at a distorted geometry, computed with ωB97M-V/def2-TZVPD.

LUMO level (spin up / spin down)	1.8 / 1.7	eV
multiplicity	2
net charge	-1
molecular weight	835.23	g mol⁻¹
gap between HOMO and LUMO (spin up / spin down)	0.1177 / 0.2058	hartree
⟨S²⟩	0.756
energy relative to the best compared isomer or geometry (same formula, charge and spin)	65.7	kcal per mole

Last column: Löwdin charge in e.
Element x y z (Å)
Rb -2.6845 3.4173 2.7895  0.69
C 2.7478 -0.5638 2.2868  -0.19
N 2.7079 -0.0889 0.8330  -0.50
P 3.1260 1.7063 0.7035  1.08
C 3.9140 1.8140 -0.9442  -0.39
C 3.0862 2.3460 -1.9373  -0.14
C 3.5516 2.5753 -3.2689  -0.08
C 4.8887 2.4247 -3.5867  -0.10
C 5.7044 1.7940 -2.6229  -0.09
C 5.1895 1.4678 -1.3394  -0.10
C 4.6388 1.7456 1.6632  -0.41
C 5.4960 0.6754 1.9359  -0.11
C 6.7110 0.9145 2.6185  -0.08
C 6.9152 2.1755 3.1713  -0.10
C 6.1017 3.2379 2.7912  -0.10
C 4.9916 3.0425 2.0246  -0.11
P 1.3058 -0.7678 -0.0379  1.01
C 1.1887 -2.5325 0.3684  -0.40
C -0.1036 -3.0567 0.5566  -0.11
C -0.2626 -4.4152 0.7547  -0.09
C 0.8517 -5.1859 1.1594  -0.10
C 2.0668 -4.5914 1.1751  -0.13
C 2.2992 -3.3019 0.7220  -0.09
C 1.9342 -0.9920 -1.7302  -0.37
C 0.9552 -1.0565 -2.7341  -0.12
C 1.2821 -0.9469 -4.0903  -0.10
C 2.6061 -1.0105 -4.5179  -0.08
C 3.6375 -0.9939 -3.5285  -0.08
C 3.2875 -1.0654 -2.1617  -0.09
H 2.6202 0.2898 2.9714  0.07
H 3.7261 -1.0591 2.4981  0.06
H 1.9136 -1.1918 2.5071  0.04
H 2.0103 2.5255 -1.7937  0.05
H 2.9174 2.9829 -4.0523  0.10
H 5.3587 2.7237 -4.5302  0.10
H 6.6870 1.6557 -2.9587  0.07
H 5.8544 1.0193 -0.5613  0.11
H 5.1761 -0.3221 1.6472  0.08
H 7.4726 0.1217 2.7003  0.10
H 7.7332 2.3345 3.8322  0.08
H 6.3263 4.2642 3.1313  0.11
H 4.4407 3.9389 1.8211  0.11
H -0.9777 -2.3407 0.4147  0.11
H -1.2728 -4.7959 0.6729  0.09
H 0.7482 -6.2123 1.5404  0.11
H 2.8792 -5.1005 1.7180  0.11
H 3.3116 -2.9281 0.6736  0.10
H -0.0884 -1.1150 -2.4767  0.09
H 0.3965 -0.8762 -4.7359  0.10
H 2.8149 -1.1305 -5.5568  0.08
H 4.6684 -0.9316 -3.8073  0.09
H 4.1461 -1.1667 -1.4756  0.10
S -4.0713 4.4668 -0.8235  0.32
C -3.7673 4.5917 0.7113  -0.98
Se 1.2604 5.1206 -0.7991  0.36
C 0.1788 4.1627 0.2762  -1.01
N -0.5548 3.5857 1.0078  -0.13
N -4.7068 1.1799 2.2901  -0.42
S -4.8142 0.5285 0.8396  0.99
C -6.4845 0.8804 0.1062  -0.34
C -7.5888 0.0221 0.1516  -0.09
C -8.7640 0.4703 -0.4481  -0.11
C -8.8113 1.6324 -1.2354  -0.08
C -7.6796 2.4889 -1.2368  -0.06
C -6.5294 2.1398 -0.5068  -0.10
C -4.9635 -1.2625 1.0403  -0.43
C -5.1349 -1.8082 2.3134  -0.09
C -5.3779 -3.1462 2.4160  -0.09
C -5.6044 -3.9436 1.3086  -0.11
C -5.5864 -3.3928 0.0785  -0.06
C -5.0888 -2.0397 -0.0707  -0.08
H -5.6313 1.1231 2.6832  -0.03
H -7.5184 -0.9326 0.7468  0.12
H -9.6139 -0.2272 -0.4665  0.10
H -9.7715 1.9701 -1.6781  0.11
H -7.6792 3.4627 -1.6714  0.10
H -5.6590 2.8398 -0.4608  -0.01
H -4.9536 -1.2087 3.2352  0.12
H -5.4824 -3.6771 3.3633  0.11
H -5.7224 -4.9592 1.4667  0.08
H -5.9075 -3.9163 -0.7991  0.10
H -4.9692 -1.6044 -1.0721  0.12

Atomic forces in eV per Å
0.400 -0.525 0.646
0.681 1.299 -1.034
0.281 -0.755 0.859
-1.254 -1.555 -0.364
-1.107 0.345 -1.168
-0.560 -0.163 -1.933
-0.102 0.527 0.645
0.432 -0.954 1.196
-2.062 0.591 0.555
2.198 0.002 0.009
0.273 -0.260 0.004
0.602 0.558 0.303
-0.779 -0.384 -0.107
0.022 -0.256 -0.929
0.922 0.690 1.086
0.261 -0.168 0.380
0.197 1.440 0.135
0.629 0.048 1.401
-0.293 1.103 -1.281
0.035 -0.186 0.559
-2.079 -0.316 -0.201
2.223 -0.039 1.120
-0.868 -0.245 -0.356
0.890 -0.551 -1.308
0.886 0.906 -0.067
-0.533 -0.884 0.443
0.298 0.359 1.713
-2.232 -0.596 0.118
0.275 0.381 -0.475
0.285 -0.091 -0.167
-1.075 0.169 0.051
-0.416 -0.752 0.035
0.675 0.094 0.357
-0.346 -0.046 0.451
-0.531 -0.134 0.233
1.514 -0.571 0.314
-0.393 0.343 -0.920
0.484 0.239 -0.267
-0.607 0.356 0.316
0.692 0.187 0.272
-0.042 -0.689 -0.084
-0.772 -0.046 -0.520
1.112 -1.208 0.118
0.077 -0.355 0.312
-0.118 0.513 -0.375
-0.173 0.015 -0.713
-0.026 0.245 0.009
-0.264 0.296 0.230
0.769 -0.219 -0.254
0.322 0.409 -0.585
0.419 -0.227 -0.145
-0.831 0.419 -0.020
-0.066 0.214 -1.122
-0.504 0.566 0.188
0.146 0.133 -0.062
-1.659 -1.057 1.665
1.766 0.983 -1.442
0.156 -0.012 -0.777
-0.058 0.221 0.241
0.698 0.094 0.194
0.602 0.050 0.875
-0.368 -0.888 -1.066
0.460 0.869 0.865
-0.265 -1.092 1.154
-0.142 -0.228 -0.466
-0.430 0.526 0.526
0.700 0.825 0.972
-0.233 -0.977 0.937
0.192 1.135 0.472
1.384 2.394 -1.544
-1.440 -1.720 -0.883
-0.460 -0.025 0.610
-0.270 1.073 -0.934
0.211 0.524 0.208
0.866 -0.432 0.124
-0.217 0.411 -0.520
-0.774 -0.763 -0.064
-0.335 -0.257 -1.013
0.276 0.554 0.092
-0.708 -1.888 0.098
0.233 -0.392 -0.355
-0.147 -0.198 0.433

---

Entry 3:
A structure of composition C39H35BN6OPRuSe2Si, computed with ωB97M-V/def2-TZVPD.

LUMO level (spin up / spin down)	0.3 / -0.3	eV
multiplicity	2
net charge	0
molecular weight	932.61	g mol⁻¹
gap between HOMO and LUMO (spin up / spin down)	0.3036 / 0.2827	hartree
⟨S²⟩	0.755
energy relative to the best compared isomer or geometry (same formula, charge and spin)	34.3	kcal per mole

Last column: Löwdin charge in e.
Element x y z (Å)
Ru 0.4028 0.3710 -1.2839  0.92
C -1.9801 -1.3020 -4.2774  -0.05
C -1.8221 -0.9014 -2.9514  -0.16
N -0.8528 0.0072 -2.8741  -0.14
N -0.3664 0.1924 -4.1114  -0.02
C -1.0297 -0.5799 -4.9791  -0.06
B 0.7414 1.2695 -4.2437  -0.49
N 2.0864 0.7560 -3.6729  -0.03
C 3.2187 0.3579 -4.2561  -0.06
C 4.1469 0.0857 -3.2667  -0.04
C 3.4740 0.3430 -2.0783  -0.18
N 2.2246 0.7390 -2.3246  -0.12
N 0.2802 2.4532 -3.3352  -0.01
C -0.1206 3.6843 -3.6888  -0.07
C -0.5889 4.3410 -2.5712  -0.04
C -0.4397 3.4148 -1.5351  -0.12
N 0.0891 2.2929 -2.0014  -0.08
H -2.6949 -2.0019 -4.6711  0.10
H -2.3395 -1.2019 -2.0552  0.12
H -0.7997 -0.5431 -6.0307  0.12
H 0.8671 1.6209 -5.3818  0.12
H 3.3019 0.3366 -5.3299  0.13
H 5.1678 -0.2295 -3.3889  0.10
H 3.8183 0.2774 -1.0609  0.06
H -0.0475 3.9979 -4.7164  0.12
H -0.9864 5.3377 -2.5080  0.10
H -0.6963 3.5098 -0.4960  0.10
Se 1.0287 -2.0501 -1.7269  0.45
P 2.1291 -1.9803 0.1420  0.25
Se 1.7456 0.0000 0.9348  0.45
C 1.5857 -3.3159 1.2451  -0.38
C 1.6616 -4.6336 0.7929  -0.10
C 1.2104 -5.6704 1.5880  -0.08
C 0.6704 -5.3994 2.8396  -0.08
C 0.5859 -4.0929 3.2879  -0.07
C 1.0404 -3.0486 2.4915  -0.10
C 3.9010 -2.3088 -0.1086  -0.40
C 4.8598 -1.5753 0.5802  -0.12
C 6.2093 -1.8164 0.3641  -0.07
C 6.6051 -2.7900 -0.5403  -0.08
C 5.6504 -3.5217 -1.2351  -0.07
C 4.3034 -3.2774 -1.0254  -0.11
H 2.0620 -4.8550 -0.1886  0.09
H 1.2701 -6.6893 1.2289  0.11
H 0.3089 -6.2102 3.4587  0.10
H 0.1524 -3.8765 4.2537  0.10
H 0.9628 -2.0257 2.8346  0.06
H 4.5468 -0.8085 1.2789  0.08
H 6.9497 -1.2368 0.8996  0.11
H 7.6576 -2.9744 -0.7126  0.10
H 5.9549 -4.2731 -1.9518  0.11
H 3.5665 -3.8174 -1.6079  0.08
O -1.2361 0.5230 -0.2177  -0.48
Si -1.9640 1.1027 1.1042  0.46
C -2.7129 -0.2317 2.1903  -0.22
C -1.9700 -0.8533 3.1965  -0.10
C -2.5173 -1.8532 3.9855  -0.09
C -3.8245 -2.2691 3.7720  -0.09
C -4.5798 -1.6711 2.7743  -0.09
C -4.0275 -0.6598 1.9993  -0.08
C -3.3939 2.1356 0.4489  -0.23
C -4.2461 2.8351 1.3081  -0.09
C -5.2971 3.5966 0.8193  -0.09
C -5.5168 3.6737 -0.5498  -0.10
C -4.6868 2.9846 -1.4210  -0.09
C -3.6372 2.2229 -0.9219  -0.10
C -0.8941 2.1611 2.2453  -0.23
C 0.2704 2.8254 1.8503  -0.17
C 0.9867 3.6286 2.7265  -0.08
C 0.5516 3.7937 4.0329  -0.09
C -0.5997 3.1453 4.4541  -0.08
C -1.3046 2.3401 3.5709  -0.10
H -0.9515 -0.5270 3.3840  0.09
H -1.9287 -2.3013 4.7763  0.09
H -4.2548 -3.0494 4.3872  0.10
H -5.6024 -1.9849 2.6062  0.10
H -4.6373 -0.1892 1.2359  0.10
H -4.0864 2.7882 2.3809  0.10
H -5.9440 4.1314 1.5037  0.10
H -6.3357 4.2690 -0.9345  0.10
H -4.8551 3.0385 -2.4897  0.10
H -2.9921 1.6821 -1.6049  0.08
H 0.6563 2.7025 0.8449  0.05
H 1.8901 4.1204 2.3874  0.10
H 1.1083 4.4183 4.7201  0.10
H -0.9466 3.2600 5.4735  0.10
H -2.1933 1.8308 3.9275  0.10

Atomic forces in eV per Å
0.024 -0.283 0.270
-0.039 0.035 -0.058
-0.104 0.149 0.066
0.118 -0.492 -0.282
0.173 0.250 0.031
-0.057 0.091 -0.051
-0.035 0.202 0.019
-0.394 0.058 0.215
0.022 0.192 -0.061
0.064 0.056 -0.025
-0.059 0.212 0.150
0.054 -0.599 -0.500
0.122 -0.162 0.072
-0.013 0.000 -0.074
0.003 -0.040 -0.011
0.030 0.058 -0.111
0.038 0.586 0.041
0.002 -0.010 -0.007
0.035 -0.039 0.014
-0.013 -0.004 -0.006
-0.007 -0.013 -0.014
0.004 -0.005 -0.005
0.004 -0.012 0.000
-0.001 -0.048 -0.034
0.003 0.016 0.001
-0.002 0.005 -0.001
-0.047 0.019 0.037
-0.195 -0.234 0.334
0.084 0.013 0.200
0.098 0.213 0.080
-0.110 -0.022 -0.062
0.050 -0.004 -0.040
-0.002 0.002 0.004
-0.006 -0.017 0.017
0.010 0.042 -0.031
0.020 0.030 0.051
0.025 0.000 -0.137
-0.020 -0.057 0.139
-0.011 0.000 0.013
0.007 -0.025 -0.023
0.022 0.016 0.024
-0.028 0.036 -0.061
-0.008 0.015 -0.009
0.000 -0.001 0.000
-0.001 0.004 0.004
-0.007 0.006 0.051
-0.016 0.038 -0.006
0.002 0.017 -0.015
0.003 -0.004 0.004
0.003 0.003 0.003
0.005 0.000 -0.002
-0.012 0.020 0.001
0.072 -0.204 0.086
0.017 -0.079 -0.402
0.030 -0.127 -0.011
0.049 0.032 0.039
0.007 -0.018 0.006
-0.005 0.006 0.001
0.000 -0.010 0.023
-0.030 0.000 -0.060
-0.032 0.125 0.133
0.019 0.028 -0.012
0.005 0.000 0.025
-0.030 0.013 -0.026
-0.001 -0.013 0.026
0.018 -0.034 -0.038
0.028 0.024 0.046
0.041 -0.047 -0.023
0.008 0.009 0.004
-0.006 0.002 0.008
0.011 0.005 0.001
-0.078 0.028 -0.007
0.002 -0.024 -0.022
0.014 -0.029 0.007
-0.001 -0.002 0.001
-0.003 -0.001 -0.003
0.006 0.005 -0.008
0.000 0.002 0.003
-0.003 0.002 -0.001
0.001 0.001 -0.001
-0.002 0.004 -0.002
0.030 0.010 -0.003
-0.017 -0.035 -0.007
0.003 0.002 -0.001
0.005 0.002 -0.004
-0.001 0.001 0.002
0.004 0.009 0.010

---

What is the energy relative to the best compared isomer or geometry (same formula, charge and spin) in the first record? 19.1 kcal per mole